{
  "formula": "C34H66N4O40S9",
  "method": "ωB97M-V with the def2-TZVPD basis set",
  "total_energy_ev": -221695.6088,
  "e_lumo_ha": 0.0023,
  "homo_lumo_gap_ha": 0.321,
  "homo_ha": -0.318,
  "smiles": "CNC[C@@H]1C(=O)N[C@H](CCCCN(C)C(C)=O)[C@@]1(N)CCOC=O.O=S1(=O)OCCO1.O=S1(=O)OCCO1.O=S1(=O)OCCO1.O=S1(=O)OCCO1.O=S1(=O)OCCO1.O=S1(=O)OCCO1.O=S1(=O)OCCO1.O=S1(=O)OCCO1.O=S1(=O)OCCO1",
  "species": ["C", "N", "C", "C", "C", "O", "N", "C", "C", "C", "C", "C", "N", "C", "C", "C", "O", "C", "N", "C", "C", "O", "C", "O", "H", "H", "H", "H", "H", "H", "H", "H", "H", "H", "H", "H", "H", "H", "H", "H", "H", "H", "H", "H", "H", "H", "H", "H", "H", "H", "H", "H", "H", "H", "O", "S", "O", "O", "C", "C", "O", "H", "H", "H", "H", "O", "S", "O", "O", "C", "C", "O", "H", "H", "H", "H", "O", "S", "O", "O", "C", "C", "O", "H", "H", "H", "H", "O", "S", "O", "O", "C", "C", "O", "H", "H", "H", "H", "O", "S", "O", "O", "C", "C", "O", "H", "H", "H", "H", "O", "S", "O", "O", "C", "C", "O", "H", "H", "H", "H", "O", "S", "O", "O", "C", "C", "O", "H", "H", "H", "H", "O", "S", "O", "O", "C", "C", "O", "H", "H", "H", "H", "O", "S", "O", "O", "C", "C", "O", "H", "H", "H", "H"],
  "coordinates": [[2.2977, 3.4189, 4.8540], [2.5506, 2.2285, 4.0205], [3.2717, 2.4901, 2.7675], [2.3598, 2.1208, 1.5307], [0.8984, 2.1390, 2.0671], [0.2762, 3.1132, 2.3697], [0.4991, 0.7815, 2.1382], [1.0897, 0.1919, 0.9322], [0.8472, -1.3179, 0.9379], [-0.6460, -1.5989, 1.2701], [-1.6018, -0.8213, 0.3404], [-2.5202, 0.1766, 1.0471], [-3.3407, 0.9140, 0.0461], [-2.5335, 1.8852, -0.7011], [-4.4622, 1.4977, 0.7000], [-4.6659, 2.9860, 0.9320], [-5.3373, 0.7542, 1.0914], [2.5828, 0.7309, 0.8883], [3.4548, -0.2363, 1.5611], [2.9401, 0.6291, -0.6251], [3.0643, 1.9658, -1.3343], [3.5390, 1.8162, -2.6845], [3.7211, 3.0586, -3.1926], [4.7678, 3.4596, -3.6008], [2.6029, 4.3507, 4.3731], [2.8120, 3.3020, 5.8120], [1.2163, 3.4950, 5.0109], [3.0774, 1.5354, 4.5340], [4.1739, 1.8749, 2.6688], [3.5820, 3.5309, 2.6505], [2.4079, 3.0211, 0.9054], [0.7540, 0.3671, 3.0411], [0.6125, 0.7188, 0.0957], [1.0280, -1.7187, -0.0664], [1.4956, -1.8409, 1.6427], [-0.8410, -1.4610, 2.3351], [-0.7918, -2.6663, 1.0598], [-1.0632, -0.3246, -0.4722], [-2.2617, -1.5464, -0.1516], [-3.1816, -0.3910, 1.7046], [-1.9837, 0.9295, 1.6362], [-1.9620, 1.3716, -1.4806], [-1.8436, 2.4731, -0.0771], [-3.2048, 2.5625, -1.2327], [-5.7389, 3.1767, 0.9789], [-4.2260, 3.3065, 1.8811], [-4.2600, 3.6292, 0.1485], [3.3482, -0.1751, 2.5694], [4.4186, -0.0319, 1.3187], [2.1677, 0.0409, -1.1337], [3.8625, 0.0542, -0.7667], [3.7805, 2.5874, -0.7789], [2.0934, 2.4804, -1.2746], [2.8150, 3.6923, -3.1591], [-2.0958, 0.5523, 4.4604], [-1.0857, -0.1193, 5.1897], [0.2162, -0.3343, 4.6503], [-1.6722, -1.5203, 5.6924], [-1.5759, -1.5988, 7.1253], [-1.6592, -0.1689, 7.6017], [-0.9177, 0.5743, 6.6197], [-0.6131, -2.0452, 7.3781], [-2.3776, -2.2117, 7.5282], [-1.2325, -0.0326, 8.5912], [-2.6887, 0.1942, 7.5991], [-5.6166, -1.2512, -5.6987], [-5.7003, 0.0568, -5.1479], [-5.5354, 1.2156, -5.9481], [-4.6998, 0.1226, -3.9037], [-5.4172, 0.4835, -2.7117], [-6.8165, -0.0385, -2.9336], [-7.0700, 0.1942, -4.3310], [-5.4067, 1.5725, -2.6251], [-4.9441, 0.0500, -1.8324], [-7.5552, 0.4677, -2.3193], [-6.8719, -1.1143, -2.7537], [-4.0376, -2.5214, 9.4206], [-4.4516, -3.6864, 10.1198], [-5.3894, -3.6310, 11.1781], [-3.1381, -4.4606, 10.6164], [-3.1257, -5.7949, 10.0943], [-3.8847, -5.7022, 8.7880], [-4.9470, -4.7789, 9.0569], [-3.6353, -6.4463, 10.8070], [-2.1034, -6.1377, 9.9582], [-4.2850, -6.6594, 8.4663], [-3.2620, -5.2840, 7.9937], [-0.0370, 6.9120, -2.6665], [1.0959, 7.7144, -2.9345], [1.4068, 8.8768, -2.1823], [1.1039, 8.0982, -4.4974], [2.3153, 7.6459, -5.1110], [2.7223, 6.4296, -4.3091], [2.3951, 6.7646, -2.9576], [3.0581, 8.4429, -5.0323], [2.1443, 7.4137, -6.1593], [3.7818, 6.2003, -4.3946], [2.1351, 5.5538, -4.5975], [-2.0544, -4.6785, -2.4741], [-3.3669, -5.1938, -2.6407], [-3.9775, -6.0135, -1.6551], [-3.4468, -5.9221, -4.0603], [-4.4769, -5.3331, -4.8570], [-4.5563, -3.8979, -4.3890], [-4.3574, -3.9755, -2.9688], [-5.4099, -5.8677, -4.6626], [-4.2282, -5.4127, -5.9125], [-5.5097, -3.4329, -4.6156], [-3.7514, -3.2964, -4.8146], [1.2865, -2.7513, 8.6394], [2.4810, -1.9975, 8.4682], [2.8392, -0.9292, 9.3250], [2.5288, -1.4826, 6.9522], [3.7161, -1.9583, 6.3081], [4.0359, -3.2623, 7.0079], [3.7121, -3.0194, 8.3841], [4.5071, -1.2203, 6.4592], [3.5415, -2.0896, 5.2429], [5.0791, -3.5481, 6.9073], [3.4003, -4.0735, 6.6466], [-0.1194, -4.6278, -6.8456], [-0.5122, -5.8243, -6.1915], [-1.5999, -5.8633, -5.2746], [0.7849, -6.4693, -5.5008], [0.9989, -7.7961, -5.9935], [0.4296, -7.7827, -7.3961], [-0.7437, -6.9677, -7.2978], [0.4571, -8.4921, -5.3497], [2.0583, -8.0384, -5.9772], [0.1737, -8.7761, -7.7539], [1.1165, -7.3083, -8.1005], [-0.6270, 5.3911, -4.0689], [-1.6942, 4.5220, -4.4277], [-2.8742, 4.4347, -3.6492], [-1.0980, 3.0406, -4.6436], [-1.4028, 2.5754, -5.9642], [-1.4840, 3.8317, -6.8056], [-2.1144, 4.7944, -5.9554], [-2.3624, 2.0554, -5.9320], [-0.6323, 1.8911, -6.3105], [-2.0639, 3.6896, -7.7132], [-0.4893, 4.2041, -7.0642], [10.7750, 1.2855, -5.0400], [9.9854, 1.8138, -3.9867], [10.4548, 1.8655, -2.6499], [8.5582, 1.0853, -4.0147], [7.5120, 2.0585, -4.1609], [8.1489, 3.1950, -4.9264], [9.4800, 3.2796, -4.4006], [7.1963, 2.3767, -3.1676], [6.6653, 1.6269, -4.6858], [7.6223, 4.1350, -4.7898], [8.2187, 2.9688, -5.9930]],
  "forces_ev_per_angstrom": [[-0.5, -0.6, 0.1], [1.1, 0.3, -0.3], [-0.7, -0.7, -0.9], [0.2, 1.7, 0.5], [1.2, -1.1, 0.3], [-0.2, 0.1, 0.0], [-0.6, 0.7, -0.4], [0.7, 0.1, 1.6], [-0.9, 0.5, -0.3], [0.6, -0.5, -0.8], [-0.5, -0.2, 0.2], [0.1, -0.3, -0.4], [0.0, 1.3, 0.6], [-0.1, -0.1, -0.4], [-0.7, -0.6, -0.1], [0.1, 0.4, -0.6], [0.0, -0.1, 0.2], [-1.3, -1.1, -1.2], [0.0, 0.6, 0.1], [0.5, 0.1, -0.5], [-0.2, -0.1, 1.1], [0.1, 0.4, 0.2], [-0.2, 0.1, 0.2], [0.1, -0.1, -0.4], [0.2, -0.2, 0.0], [-0.2, 0.3, 0.0], [0.2, 0.1, 0.2], [-0.1, 0.2, 0.2], [0.0, 0.2, 0.3], [-0.1, 0.0, 0.3], [0.3, -0.6, -0.5], [-0.3, 0.1, -0.5], [-0.2, -0.4, 0.0], [0.2, 0.0, 0.1], [0.1, 0.2, -0.1], [-0.1, 0.3, -0.1], [0.0, 0.1, 0.2], [0.1, -0.1, 0.2], [0.1, 0.2, 0.0], [-0.1, 0.2, -0.1], [0.2, -0.3, 0.1], [0.0, 0.0, 0.2], [-0.1, -0.1, 0.0], [0.2, 0.0, 0.0], [0.1, -0.2, 0.1], [0.1, -0.3, -0.1], [0.1, -0.1, 0.2], [0.1, -0.1, 0.0], [0.0, -0.1, 0.3], [0.1, 0.1, 0.1], [0.0, 0.2, 0.1], [0.0, 0.0, -0.2], [0.1, 0.1, -0.4], [0.0, -0.1, 0.1], [0.1, 0.0, -0.3], [-0.3, -0.1, 0.6], [0.0, -0.1, 0.3], [-0.1, 0.5, -0.1], [0.4, -0.4, 0.4], [-0.6, 0.0, 0.1], [0.3, -0.3, -0.2], [0.0, 0.0, 0.0], [-0.1, 0.0, -0.2], [0.2, 0.1, -0.1], [0.0, 0.0, 0.0], [0.1, 0.1, -0.3], [-0.1, 0.0, 0.7], [0.0, -0.1, -0.3], [-0.2, -0.3, -0.2], [-0.1, 0.5, 0.4], [0.1, -0.5, 0.2], [0.3, 0.3, -0.1], [0.0, 0.0, 0.0], [0.2, -0.1, -0.2], [-0.1, 0.1, -0.2], [0.0, 0.0, 0.0], [0.0, 0.2, 0.1], [0.1, -0.4, -0.1], [-0.1, 0.2, -0.1], [-0.1, 0.2, -0.3], [-0.2, -0.4, 0.2], [0.4, 0.1, -0.3], [0.0, -0.1, 0.4], [0.0, 0.0, 0.0], [0.1, 0.2, 0.1], [-0.2, 0.1, 0.1], [0.0, -0.1, 0.0], [0.6, 1.7, 1.3], [0.0, 0.0, 0.0], [0.0, -0.1, 0.1], [0.0, -0.4, 0.1], [0.3, 0.2, 0.0], [-0.2, -0.4, -0.2], [0.1, 0.3, -0.1], [0.0, 0.0, 0.0], [-0.2, 0.0, 0.0], [0.0, 0.1, 0.2], [0.0, 0.0, -0.1], [0.1, -0.2, 0.2], [-0.2, 0.1, -0.5], [0.1, 0.1, 0.2], [-1.2, 0.3, 1.2], [-0.5, -0.1, 0.0], [0.3, 0.2, -0.3], [-0.2, -0.4, 0.1], [0.0, 0.0, 0.0], [0.3, -0.1, 0.1], [0.0, 0.0, 0.2], [0.0, 0.0, 0.0], [-0.1, 0.3, 0.1], [0.3, -0.2, -0.4], [-0.2, -0.1, 0.2], [-0.1, -0.3, 0.1], [0.4, 0.2, 0.0], [-0.3, -0.3, -0.3], [0.1, 0.4, -0.1], [0.0, 0.0, 0.0], [-0.3, 0.0, 0.0], [0.0, 0.1, 0.3], [0.0, 0.0, 0.0], [-0.1, 0.1, 0.1], [0.1, -0.3, 0.1], [1.3, 0.2, -1.2], [0.0, 0.1, -0.4], [-0.2, -0.4, 0.2], [0.4, 0.1, -0.3], [0.0, -0.1, 0.4], [0.0, 0.0, 0.0], [0.0, 0.2, 0.1], [-0.2, 0.1, 0.0], [0.0, 0.0, 0.0], [-0.8, -1.7, -1.2], [0.2, -0.1, -0.4], [0.0, 0.1, 0.1], [0.2, 0.4, -0.1], [-0.5, -0.3, -0.2], [0.5, 0.0, -0.1], [-0.2, -0.3, 0.3], [0.0, 0.0, 0.0], [0.1, 0.0, 0.2], [-0.2, 0.1, 0.1], [0.0, 0.0, 0.0], [0.1, -0.1, 0.1], [-0.4, 0.1, -0.1], [0.2, 0.0, -0.1], [0.2, 0.2, -0.3], [-0.3, 0.2, 0.4], [-0.1, -0.1, -0.5], [-0.1, -0.2, 0.4], [-0.1, 0.0, 0.0], [0.1, -0.2, 0.0], [0.2, 0.1, 0.2], [0.0, 0.0, 0.0]]
}